(1)
# C7H6N4O2

An isolated molecule of C7H6N4O2 at a distorted geometry (ωB97M-V/def2-TZVPD, the Open Molecules 2025 dataset).

Positions of all 19 atoms, in Å:
1 C 1.458 -1.417 0.905
2 N 1.733 -0.211 0.252
3 C 2.947 0.304 -0.096
4 N 2.813 1.349 -0.814
5 N 1.494 1.653 -0.931
6 C 0.902 0.736 -0.278
7 N -0.773 0.465 -0.147
8 C -1.439 -0.114 -1.224
9 O -0.871 -0.561 -2.212
10 C -2.876 -0.097 -0.861
11 C -2.940 0.613 0.281
12 C -1.575 1.008 0.809
13 O -1.351 1.628 1.829
14 H 0.374 -1.445 1.145
15 H 1.417 -2.278 0.252
16 H 2.110 -1.553 1.750
17 H 3.888 -0.369 0.061
18 H -3.595 -0.269 -1.638
19 H -3.717 0.559 0.918

The charge is 0. Its relative energy (zero: lowest compared OMol25 entry of this formula, charge and spin) is 20.09 kcal per mole. The frontier orbital gap comes out at 9.25 eV.


(2)
# C7H6N4O2

An isolated molecule of C7H6N4O2 at a distorted geometry (ωB97M-V/def2-TZVPD, the Open Molecules 2025 dataset).

Positions of all 19 atoms, in Å:
1 C 1.139 1.863 0.428
2 C 2.310 1.910 1.182
3 C 1.101 0.557 -0.075
4 C -2.013 -0.299 0.005
5 C -2.188 -1.433 -0.882
6 C 0.246 -1.309 -1.247
7 C -2.392 0.483 0.955
8 N 2.960 0.756 1.137
9 N 2.213 -0.064 0.418
10 N -1.025 -1.899 -1.413
11 N 0.172 -0.024 -0.841
12 O -3.285 -1.902 -1.101
13 O 1.250 -1.929 -1.528
14 H 0.428 2.642 0.254
15 H 2.713 2.731 1.741
16 H -1.800 1.334 1.262
17 H -3.316 0.325 1.501
18 H 2.539 -0.981 0.148
19 H -1.053 -2.761 -1.945

The charge is 0. Its relative energy (zero: lowest compared OMol25 entry of this formula, charge and spin) is 31.56 kcal per mole. The frontier orbital gap (alpha / beta) comes out at 7.14 / 6.27 eV.


(3)
# C7H6N4S

An isolated molecule of C7H6N4S at a distorted geometry (ωB97M-V/def2-TZVPD, the Open Molecules 2025 dataset).

Positions of all 18 atoms, in Å:
1 C 0.550 -1.766 -0.241
2 C -1.107 0.455 -2.463
3 C -1.533 0.790 -1.233
4 C 0.649 0.614 -1.330
5 C 0.579 -0.300 1.719
6 C -0.338 0.794 0.986
7 C 0.946 -1.531 1.064
8 N 0.186 -2.033 -1.310
9 N 0.232 0.360 -2.555
10 N 0.878 0.068 2.907
11 N -0.398 0.748 -0.463
12 S 2.213 0.945 -0.765
13 H -1.876 0.263 -3.221
14 H -2.545 1.131 -0.958
15 H -1.405 0.502 1.268
16 H -0.083 1.755 1.403
17 H 1.651 -2.186 1.604
18 H 1.400 -0.609 3.587

The charge is 0. Its relative energy (zero: lowest compared OMol25 entry of this formula, charge and spin) is 95.97 kcal per mole. The frontier orbital gap (alpha / beta) comes out at 6.32 / 6.78 eV.


(4)
# C7H6NO3S2

A structure of composition C7H6NO3S2 at a distorted geometry (ωB97M-V/def2-TZVPD, the Open Molecules 2025 dataset).

Positions of all 19 atoms, in Å:
1 C -0.830 -0.912 2.176
2 C -1.925 -0.566 1.363
3 C 0.483 -0.644 1.912
4 C -1.609 0.227 0.246
5 C 0.887 0.127 0.832
6 C -0.207 0.519 -0.010
7 C 2.265 0.506 0.247
8 N 0.014 1.441 -0.976
9 O -1.776 -0.087 -2.716
10 O 0.223 0.757 -3.885
11 O 0.477 -1.009 -2.252
12 S 1.749 1.704 -1.073
13 S -0.321 0.065 -2.746
14 H -1.071 -1.778 2.866
15 H -2.993 -0.832 1.513
16 H 1.309 -1.037 2.529
17 H -2.404 0.806 -0.349
18 H 3.173 1.023 0.711
19 H 2.556 -0.312 -0.388

Its multiplicity is 3. The charge is -1. The frontier orbital gap (alpha / beta) comes out at 3.91 / 7.01 eV.


(5)
# C7H6O

An isolated molecule of C7H6O at a distorted geometry (ωB97M-V/def2-TZVPD, the Open Molecules 2025 dataset).

Positions of all 14 atoms, in Å:
1 C -3.287 -0.020 0.109
2 C -2.037 -0.026 -0.137
3 C -0.632 0.002 -0.151
4 C 0.067 1.100 -0.092
5 C 1.545 1.208 -0.006
6 C 2.178 0.019 0.047
7 O 1.640 -1.188 -0.061
8 C 0.182 -1.288 -0.005
9 H -4.317 -0.223 0.150
10 H -0.423 2.064 -0.162
11 H 1.889 2.179 0.165
12 H 3.281 -0.022 0.142
13 H -0.073 -1.825 0.874
14 H -0.013 -1.980 -0.873

The charge is 0. Its relative energy (zero: lowest compared OMol25 entry of this formula, charge and spin) is 55.30 kcal per mole. The frontier orbital gap comes out at 8.48 eV.


(6)
# C7H6O2

An isolated molecule of C7H6O2 at a distorted geometry (ωB97M-V/def2-TZVPD, the Open Molecules 2025 dataset).

Positions of all 15 atoms, in Å:
1 C -0.991 -1.413 -0.288
2 C 0.011 -0.542 -0.242
3 C 1.188 -0.628 0.616
4 C 1.666 0.634 0.805
5 O 1.110 1.557 -0.064
6 C -0.045 0.881 -0.663
7 C -1.168 1.751 0.010
8 C -2.166 1.031 0.473
9 O -2.660 -0.016 0.786
10 H -1.804 -1.235 -1.107
11 H -1.005 -2.338 0.320
12 H 1.576 -1.484 1.071
13 H 2.425 1.196 1.353
14 H 0.157 1.275 -1.746
15 H -0.989 2.807 0.219

The charge is 0. Its relative energy (zero: lowest compared OMol25 entry of this formula, charge and spin) is 69.78 kcal per mole. The frontier orbital gap comes out at 8.59 eV.


(7)
# C7H6O2

An isolated molecule of C7H6O2 at a distorted geometry (ωB97M-V/def2-TZVPD, the Open Molecules 2025 dataset).

Positions of all 15 atoms, in Å:
1 C 2.218 -0.187 0.732
2 C 0.918 -0.147 0.544
3 C 3.211 -0.869 1.122
4 C -1.341 -0.868 0.932
5 C 0.452 0.639 -0.711
6 C -1.876 0.270 0.139
7 C -0.972 0.478 -1.036
8 O 4.153 -1.518 1.249
9 O -1.689 -1.795 1.638
10 H 0.881 1.581 -0.512
11 H 1.041 0.362 -1.539
12 H -2.858 0.179 -0.059
13 H -1.723 1.180 0.690
14 H -1.399 1.247 -1.710
15 H -1.016 -0.552 -1.479

The charge is 0. Its relative energy (zero: lowest compared OMol25 entry of this formula, charge and spin) is 114.90 kcal per mole. The frontier orbital gap (alpha / beta) comes out at 7.05 / 7.04 eV.


(8)
# C7H6O3

An isolated molecule of C7H6O3 at a distorted geometry (ωB97M-V/def2-TZVPD, the Open Molecules 2025 dataset).

Positions of all 16 atoms, in Å:
1 O 3.100 -1.076 -0.026
2 C 1.973 -1.487 -0.009
3 C 0.869 -0.480 0.261
4 C -0.420 -1.057 0.151
5 C -1.560 -0.289 0.086
6 O -2.678 -1.155 -0.032
7 C -1.542 1.087 0.038
8 C -0.297 1.655 0.064
9 C 0.886 0.923 0.128
10 O 2.047 1.647 -0.023
11 H 1.746 -2.567 -0.139
12 H -0.656 -2.138 0.017
13 H -3.570 -0.645 -0.249
14 H -2.416 1.775 -0.068
15 H -0.306 2.693 -0.171
16 H 2.822 1.113 -0.029

The charge is 0. Its relative energy (zero: lowest compared OMol25 entry of this formula, charge and spin) is 22.07 kcal per mole. The frontier orbital gap comes out at 8.53 eV.


(9)
# C7H6O5Tl

A structure of composition C7H6O5Tl at a distorted geometry (ωB97M-V/def2-TZVPD, the Open Molecules 2025 dataset).

Positions of all 19 atoms, in Å:
1 Tl -1.238 2.046 0.507
2 C -1.580 -1.826 1.009
3 C -1.311 -0.507 0.580
4 C 0.203 -0.090 0.292
5 O 0.446 1.033 -0.177
6 C 1.232 -1.025 0.683
7 C 0.878 -2.269 1.018
8 C -0.603 -2.695 1.289
9 O -1.021 -3.783 1.868
10 O 1.888 -3.118 1.013
11 O -2.168 0.386 0.431
12 H -2.630 -1.949 1.230
13 H 2.264 -0.800 0.456
14 C 0.710 2.186 -1.907
15 O 0.001 2.792 -0.847
16 H 1.732 2.565 -1.905
17 H 0.824 1.125 -1.683
18 H 0.269 2.188 -2.903
19 H 0.101 3.741 -0.953

The charge is +1. The frontier orbital gap comes out at 3.55 eV.


(10)
# C7H7Br2P

A cluster of 2 separate species, C7H7Br2P in total at a distorted geometry (ωB97M-V/def2-TZVPD, the Open Molecules 2025 dataset).

Positions of all 17 atoms, in Å:
1 C -1.675 1.477 -0.459
2 C -1.970 0.259 0.106
3 C -0.446 2.017 -0.425
4 C -0.944 -0.550 0.508
5 C 0.655 1.276 0.073
6 C 0.391 -0.049 0.497
7 C 1.420 -1.005 0.963
8 P 1.078 -2.568 1.600
9 Br -0.117 -1.556 -2.943
10 Br 3.274 -0.183 0.913
11 H -2.469 2.163 -0.695
12 H -3.013 -0.210 0.199
13 H -0.049 2.971 -0.690
14 H -1.225 -1.452 1.044
15 H 1.567 1.823 0.026
16 H 2.276 -2.772 2.247
17 H 1.248 -1.642 -2.964

Its multiplicity is 3. The charge is 0. Its relative energy (zero: lowest compared OMol25 entry of this formula, charge and spin) is 0.00 kcal per mole. The frontier orbital gap (alpha / beta) comes out at 7.20 / 7.03 eV.


(11)
# C7H7BrFI

An isolated molecule of C7H7BrFI at a distorted geometry (ωB97M-V/def2-TZVPD, the Open Molecules 2025 dataset).

Positions of all 17 atoms, in Å:
1 C -2.375 0.047 -0.723
2 C -1.881 1.304 -1.324
3 C -1.746 -0.723 0.150
4 C -0.671 1.639 -1.591
5 C -0.326 -0.225 0.798
6 C 0.979 -0.515 0.116
7 C 2.146 0.498 0.307
8 F -0.337 1.095 1.181
9 Br 0.109 3.087 -2.383
10 I 1.103 -2.161 -1.185
11 H -3.389 -0.221 -0.978
12 H -2.712 1.809 -1.736
13 H -2.098 -1.583 0.650
14 H -0.207 -0.901 1.649
15 H 1.819 1.288 0.967
16 H 2.340 1.042 -0.685
17 H 3.040 -0.066 0.706

The charge is 0. Its relative energy (zero: lowest compared OMol25 entry of this formula, charge and spin) is 95.44 kcal per mole. The frontier orbital gap (alpha / beta) comes out at 9.12 / 6.79 eV.


(12)
# C7H7Cl3GaN3OS

A structure of composition C7H7Cl3GaN3OS at a distorted geometry (ωB97M-V/def2-TZVPD, the Open Molecules 2025 dataset).

Positions of all 23 atoms, in Å:
1 Ga -0.211 -0.326 1.028
2 Cl 2.782 -2.509 -4.909
3 C 1.769 -1.890 -3.707
4 C 2.330 -1.157 -2.639
5 C 1.488 -0.632 -1.707
6 Cl 2.061 0.144 -0.277
7 C 0.071 -0.808 -1.751
8 O -0.676 -0.256 -0.856
9 C -0.446 -1.651 -2.783
10 Cl -2.109 -1.985 -2.791
11 C 0.392 -2.134 -3.761
12 H 3.401 -1.027 -2.568
13 H -0.022 -2.733 -4.560
14 N -0.718 1.719 1.350
15 N -1.107 2.085 2.646
16 C -1.044 1.231 3.676
17 N -1.449 1.608 4.871
18 S -0.424 -0.350 3.478
19 H 0.057 2.302 1.037
20 H -1.493 1.856 0.701
21 H -1.450 3.025 2.806
22 H -1.789 2.537 5.079
23 H -1.414 0.950 5.636

The charge is +2. Its relative energy (zero: lowest compared OMol25 entry of this formula, charge and spin) is 22.64 kcal per mole. The frontier orbital gap (alpha / beta) comes out at 5.92 / 4.81 eV.


(13)
# C7H7ClF3O2

A structure of composition C7H7ClF3O2 at a distorted geometry (ωB97M-V/def2-TZVPD, the Open Molecules 2025 dataset).

Positions of all 20 atoms, in Å:
1 C -0.175 -2.102 -1.726
2 C 0.397 0.359 -0.940
3 C -0.343 -0.983 -0.743
4 C -0.632 1.470 -1.275
5 C -1.671 0.988 -2.075
6 C 1.093 0.692 0.442
7 C -1.516 -1.042 0.204
8 O -0.639 -2.674 -2.634
9 O 0.676 -2.174 -0.727
10 F 0.472 2.761 -1.669
11 F -1.207 2.090 -0.223
12 F -1.260 0.384 -3.256
13 Cl -2.913 2.157 -2.562
14 H 1.089 0.298 -1.684
15 H 1.240 1.756 0.411
16 H 2.083 0.141 0.583
17 H 0.414 0.369 1.167
18 H -1.259 -1.340 1.163
19 H -2.218 -1.638 -0.252
20 H -1.971 -0.043 0.355

The charge is -1. The frontier orbital gap comes out at 7.06 eV.